The following is a DFT calculation (ωB97M-V with the def2-TZVPD basis set) of 11 unconnected molecules or ions with the total composition C93H197N11O11 in a non-equilibrium geometry.

```
312
Properties=species:S:1:pos:R:3:lowdin_charge:R:1
C 16.118 13.442 20.238 -0.0120
C 17.453 12.796 19.832 -0.5185
C 17.392 11.354 20.268 -0.1499
C 16.549 10.563 19.310 -0.1738
C 17.082 10.727 17.927 -0.1423
C 17.072 12.166 17.440 -0.5231
N 17.790 12.958 18.433 -0.0635
O 17.509 14.272 18.009 -0.0458
C 17.858 12.247 16.117 -0.0148
C 15.622 12.609 17.127 -0.0211
C 18.620 13.438 20.622 -0.0279
H 16.297 14.575 20.232 0.0869
H 16.020 13.188 21.289 0.0842
H 15.219 13.248 19.635 0.0647
H 18.410 10.950 20.386 0.1304
H 17.044 11.312 21.233 0.0907
H 15.528 10.864 19.394 0.1052
H 16.604 9.517 19.514 0.1093
H 16.685 10.044 17.168 0.1314
H 18.179 10.520 18.012 0.1292
H 18.871 11.753 16.277 0.0937
H 17.341 11.598 15.440 0.0663
H 17.969 13.272 15.784 0.0804
H 14.988 12.592 18.014 0.0541
H 15.699 13.657 16.825 0.0615
H 15.151 12.085 16.288 0.0842
H 18.419 13.306 21.731 0.1143
H 18.653 14.475 20.360 0.0549
H 19.530 12.838 20.370 0.0935
H 18.281 14.700 17.592 0.1005
C 13.634 18.352 16.641 -0.0051
C 12.175 17.949 17.100 -0.4639
C 11.697 16.557 16.569 -0.1239
C 12.439 15.404 17.215 -0.1935
C 12.207 15.528 18.729 -0.1219
C 12.700 16.880 19.298 -0.4872
N 12.051 17.922 18.559 -0.0752
O 12.612 19.162 18.966 -0.0864
C 12.284 17.030 20.764 -0.0424
C 14.307 16.836 19.324 0.0041
C 11.182 18.995 16.639 -0.0399
H 14.273 17.492 16.493 0.0479
H 14.090 19.154 17.275 0.0869
H 13.653 18.649 15.618 0.0482
H 10.615 16.392 16.722 0.1255
H 11.862 16.611 15.477 0.1043
H 13.503 15.404 16.918 0.0904
H 12.094 14.441 16.859 0.1086
H 12.625 14.638 19.214 0.1165
H 11.101 15.390 18.784 0.1307
H 12.951 17.811 21.226 0.0968
H 11.217 17.258 20.962 0.0948
H 12.417 16.119 21.300 0.0649
H 14.736 16.308 18.511 0.0473
H 14.711 17.902 19.284 0.0772
H 14.519 16.315 20.235 0.0579
H 10.195 18.619 16.906 0.0778
H 11.174 19.151 15.552 0.0868
H 11.191 20.015 17.112 0.0955
H 12.006 19.595 19.584 0.1117
C 23.475 14.796 12.662 -0.0524
C 23.020 15.780 11.642 -0.4911
C 23.118 15.267 10.145 -0.1057
C 22.138 14.067 9.960 -0.1385
C 20.694 14.647 10.147 -0.1126
C 20.486 15.228 11.545 -0.5033
N 21.539 16.171 11.824 -0.0616
O 21.386 16.712 13.157 -0.0660
C 19.107 15.997 11.538 -0.0398
C 20.244 14.096 12.585 -0.0264
C 23.868 17.031 11.807 -0.0433
H 22.965 13.867 12.495 0.0501
H 23.249 15.177 13.693 0.0880
H 24.595 14.611 12.630 0.1154
H 22.935 16.164 9.525 0.1222
H 24.117 14.905 9.971 0.1034
H 22.475 13.272 10.559 0.0813
H 22.214 13.713 8.930 0.1039
H 19.999 13.828 10.023 0.1167
H 20.432 15.452 9.497 0.1069
H 18.825 16.470 12.552 0.0952
H 18.979 16.866 10.842 0.0755
H 18.283 15.311 11.387 0.0607
H 20.276 14.470 13.583 0.0635
H 19.226 13.708 12.507 0.0741
H 20.900 13.236 12.568 0.0668
H 23.564 17.889 11.218 0.0660
H 24.884 16.731 11.534 0.0903
H 23.891 17.355 12.851 0.0781
H 21.330 17.695 12.995 0.0763
C 17.518 16.513 22.549 -0.0398
C 18.714 17.379 22.819 -0.5133
C 18.656 18.161 24.133 -0.1722
C 19.877 18.806 24.594 -0.2134
C 21.044 17.848 24.539 -0.1474
C 21.262 17.136 23.224 -0.5265
N 19.958 16.576 22.931 -0.0544
O 20.128 15.806 21.707 -0.0555
C 21.818 18.069 22.147 -0.0105
C 22.244 15.944 23.488 -0.0105
C 18.752 18.367 21.643 -0.0317
H 17.501 16.307 21.476 0.0610
H 16.512 16.909 22.928 0.1196
H 17.556 15.546 23.058 0.0831
H 17.827 18.913 24.088 0.1373
H 18.363 17.437 24.927 0.1350
H 19.637 19.213 25.563 0.1092
H 20.107 19.785 24.046 0.1360
H 20.927 17.056 25.340 0.1414
H 21.944 18.369 24.789 0.1114
H 21.755 17.642 21.168 0.0559
H 21.432 19.081 22.208 0.0719
H 22.831 18.117 22.480 0.0756
H 23.132 16.415 23.910 0.0819
H 21.855 15.301 24.318 0.0999
H 22.457 15.387 22.627 0.0490
H 17.832 18.934 21.467 0.0742
H 18.840 17.653 20.748 0.0833
H 19.611 19.044 21.689 0.0641
H 19.789 14.936 21.932 0.0528
C 23.304 20.814 12.668 -0.0210
C 22.019 21.589 12.913 -0.4750
C 22.029 22.799 12.011 -0.1432
C 21.635 22.542 10.541 -0.1756
C 20.290 21.877 10.522 -0.1458
C 20.250 20.502 11.245 -0.4496
N 20.728 20.792 12.650 -0.0501
O 20.840 19.574 13.357 -0.0737
C 18.786 20.065 11.428 -0.0325
C 21.030 19.417 10.391 0.0002
C 21.914 21.996 14.421 -0.0154
H 23.393 20.637 11.638 0.0518
H 23.278 19.823 13.104 0.0668
H 24.182 21.334 13.041 0.0947
H 21.307 23.540 12.374 0.1138
H 22.994 23.358 12.078 0.1335
H 22.364 21.996 10.011 0.0855
H 21.467 23.482 9.977 0.1238
H 19.931 21.740 9.518 0.1174
H 19.586 22.491 11.144 0.1236
H 18.330 20.025 10.453 0.0851
H 18.684 19.042 11.804 0.0712
H 18.264 20.759 12.077 0.0536
H 22.039 19.716 10.125 0.0606
H 21.184 18.534 11.021 0.0496
H 20.458 19.143 9.514 0.0825
H 21.038 22.653 14.671 0.0968
H 22.807 22.570 14.615 0.0766
H 21.967 21.097 15.037 0.0422
H 20.423 19.802 14.193 0.0642
C 24.702 12.211 15.515 -0.0291
C 23.366 12.274 16.298 -0.5339
C 23.216 11.028 17.085 -0.1696
C 22.202 11.112 18.173 -0.1773
C 22.502 12.351 19.041 -0.1126
C 22.545 13.635 18.226 -0.4696
N 23.525 13.496 17.106 -0.0585
O 23.386 14.636 16.250 -0.0648
C 21.076 13.936 17.778 -0.0306
C 22.936 14.890 19.020 -0.0287
C 22.225 12.425 15.295 -0.0171
H 25.482 12.198 16.269 0.0766
H 24.889 13.119 14.948 0.0628
H 24.793 11.303 14.852 0.1037
H 23.131 10.208 16.336 0.1408
H 24.156 10.830 17.641 0.1316
H 22.194 10.147 18.681 0.1116
H 21.157 11.149 17.755 0.1055
H 23.455 12.141 19.518 0.1203
H 21.822 12.544 19.834 0.0965
H 20.551 12.980 17.689 0.0517
H 20.521 14.511 18.506 0.0610
H 21.140 14.551 16.901 0.0756
H 22.860 15.739 18.349 0.0515
H 22.247 15.140 19.792 0.0565
H 23.998 14.792 19.380 0.1077
H 22.293 11.536 14.686 0.0918
H 22.354 13.313 14.692 0.0539
H 21.289 12.422 15.774 0.0433
H 24.122 15.237 16.490 0.1224
C 16.221 22.726 19.045 -0.0274
C 15.511 21.834 20.034 -0.5432
C 15.921 22.174 21.429 -0.1256
C 15.381 23.480 22.039 -0.1608
C 13.868 23.400 22.017 -0.1333
C 13.289 23.152 20.589 -0.5026
N 14.058 21.994 20.015 -0.0670
O 13.545 21.864 18.706 -0.0329
C 11.872 22.666 20.756 -0.0320
C 13.365 24.401 19.729 -0.0194
C 15.837 20.421 19.799 -0.0423
H 17.313 22.677 19.109 0.0825
H 16.074 23.732 19.335 0.0256
H 15.899 22.598 17.966 0.0826
H 15.735 21.361 22.095 0.1124
H 17.022 22.226 21.400 0.1237
H 15.741 24.435 21.697 0.0832
H 15.735 23.602 23.057 0.1103
H 13.452 24.249 22.459 0.0969
H 13.532 22.525 22.592 0.1139
H 11.825 22.202 21.729 0.0694
H 11.148 23.491 20.784 0.0912
H 11.537 22.010 19.924 0.0863
H 14.394 24.457 19.156 0.1072
H 12.577 24.309 18.960 0.0819
H 13.159 25.277 20.327 0.0764
H 15.256 19.708 20.392 0.0938
H 16.869 20.184 20.019 0.0682
H 15.709 20.193 18.753 0.0606
H 13.206 20.989 18.827 0.0333
C 15.332 12.678 12.833 -0.0205
C 14.490 14.008 12.837 -0.4986
C 14.993 14.900 13.959 -0.1326
C 14.386 16.276 13.838 -0.1709
C 14.623 16.910 12.464 -0.1256
C 14.322 16.070 11.224 -0.4863
N 14.803 14.675 11.552 -0.0840
O 14.472 13.881 10.438 -0.0478
C 12.867 16.260 10.929 -0.0508
C 15.179 16.608 10.011 -0.0082
C 13.011 13.638 13.060 -0.0224
H 16.379 12.945 12.622 0.0718
H 14.982 12.107 11.919 0.0961
H 15.448 12.180 13.823 0.0715
H 14.830 14.559 15.012 0.1149
H 16.041 14.965 13.820 0.1063
H 14.817 16.864 14.624 0.0809
H 13.304 16.269 14.066 0.0927
H 15.673 17.037 12.419 0.0936
H 14.166 17.890 12.390 0.1011
H 12.501 15.755 10.005 0.0887
H 12.184 15.926 11.738 0.0809
H 12.732 17.342 10.606 0.1087
H 14.734 17.393 9.444 0.0586
H 16.182 17.023 10.283 0.0799
H 15.349 15.812 9.273 0.0795
H 12.620 13.065 12.238 0.0682
H 12.368 14.519 13.228 0.0693
H 12.940 12.926 13.882 0.0858
H 13.477 13.834 10.459 0.1016
C 22.295 18.562 16.489 -0.0089
C 20.985 18.771 17.245 -0.5052
C 20.984 20.173 17.841 -0.1555
C 19.626 20.576 18.336 -0.1742
C 18.662 20.535 17.107 -0.1109
C 18.502 19.111 16.554 -0.5222
N 19.865 18.673 16.296 -0.0595
O 19.934 17.290 15.820 -0.0129
C 17.692 18.228 17.573 0.0002
C 17.772 19.116 15.250 -0.0247
C 20.839 17.738 18.402 -0.0088
H 22.228 19.130 15.515 0.0809
H 22.473 17.479 16.305 0.0874
H 23.073 18.935 17.142 0.0855
H 21.714 20.058 18.669 0.1222
H 21.486 20.972 17.232 0.1211
H 19.478 21.622 18.808 0.1303
H 19.362 19.901 19.116 0.0620
H 19.114 21.364 16.435 0.1304
H 17.624 20.861 17.451 0.1105
H 17.788 17.158 17.308 0.0769
H 17.966 18.325 18.676 0.0701
H 16.572 18.555 17.575 0.0850
H 17.862 18.150 14.675 0.1028
H 16.731 19.290 15.377 0.0599
H 18.296 19.891 14.664 0.0752
H 21.774 17.813 19.043 0.0966
H 20.680 16.764 17.985 0.0550
H 20.054 17.958 19.125 0.0422
H 20.372 17.397 15.001 0.0315
C 14.932 20.752 11.750 -0.0490
C 14.794 21.847 12.749 -0.5151
C 14.037 21.317 13.945 -0.1339
C 13.988 22.324 15.074 -0.1605
C 15.398 22.756 15.404 -0.1763
C 16.177 23.298 14.233 -0.5114
N 16.176 22.325 13.142 -0.0345
O 16.715 23.022 11.982 -0.0422
C 15.615 24.761 13.968 -0.0097
C 17.685 23.382 14.708 -0.0350
C 13.970 22.879 12.005 -0.0389
H 15.817 20.215 11.985 0.0616
H 14.974 21.046 10.681 0.1070
H 14.145 20.026 11.918 0.0688
H 13.078 21.035 13.660 0.1030
H 14.618 20.417 14.317 0.1313
H 13.494 21.858 15.920 0.1016
H 13.406 23.209 14.792 0.1032
H 15.941 21.862 15.786 0.1141
H 15.445 23.403 16.259 0.0971
H 14.545 24.731 14.276 0.0681
H 16.046 25.478 14.771 0.1045
H 15.955 25.022 12.968 0.0707
H 17.814 23.843 15.737 0.0879
H 17.955 22.270 14.840 0.0696
H 18.352 23.950 13.998 0.0859
H 13.437 23.558 12.645 0.0615
H 13.204 22.389 11.440 0.0804
H 14.551 23.569 11.347 0.1028
H 17.445 22.426 11.791 0.0531
C 20.119 24.886 21.053 0.0074
C 18.816 25.261 20.428 -0.4986
O 17.725 24.853 20.715 0.0522
N 18.899 26.003 19.194 0.0043
C 17.636 26.481 18.609 -0.0765
H 19.959 24.375 21.979 0.0785
H 20.827 25.729 21.112 0.0917
H 20.545 24.189 20.348 0.0800
H 19.720 26.529 19.050 0.0943
H 17.047 26.995 19.355 0.0770
H 17.056 25.622 18.305 0.0599
H 17.778 27.193 17.797 0.0829
```

Properties
Lowest unoccupied orbital energy in eV: 0.428
F_max in eV/A: 4.04
Frontier orbital gap in eV: 8.6
Charge: 0
HOMO energy in eV: -8.2
SMILES string: CC1(C)CCCC(C)(C)N1O.CC1(C)CCCC(C)(C)N1O.CC1(C)CCCC(C)(C)N1O.CC1(C)CCCC(C)(C)N1O.CC1(C)CCCC(C)(C)N1O.CC1(C)CCCC(C)(C)N1O.CC1(C)CCCC(C)(C)N1O.CC1(C)CCCC(C)(C)N1O.CC1(C)CCCC(C)(C)N1O.CC1(C)CCCC(C)(C)N1O.CNC(C)=O